# C2H3BrO2

The molecule C2H3BrO2 in a non-equilibrium geometry (ωB97M-V with the def2-TZVPD basis set, the Open Molecules 2025 dataset).

Last columns: bonded neighbours and bond lengths (Å).
Geometry (Å):
1 C 0.24 1.14 0.31  C2 1.567, O3 1.227, H6 1.161
2 C 0.03 -0.25 -0.38  C1 1.567, O4 1.377, Br5 2.201, H7 1.062
3 O 0.20 2.29 -0.10  C1 1.227
4 O 0.55 -1.26 0.39  C2 1.377, H8 0.995
5 Br -2.14 -0.31 -0.02  C2 2.201
6 H 0.47 0.90 1.42  C1 1.161
7 H 0.27 -0.49 -1.39  C2 1.062
8 H 0.39 -2.02 -0.23  O4 0.995

Properties
HOMO (eV): -10.4
Max |F| (eV/Å): 3.26
HOMO-LUMO gap (hartree): 0.3617
Structure (SMILES): O=C[C@@H](O)Br
Energy relative to the best compared isomer or geometry (same formula, charge and spin) (eV): 1.691

---

# C4H6N2

The molecule C4H6N2 in a non-equilibrium geometry (ωB97M-V with the def2-TZVPD basis set, the Open Molecules 2025 dataset).

Last columns: bonded neighbours and bond lengths (Å).
Geometry (Å):
1 C 0.31 0.81 0.02  C2 1.282, C4 1.493
2 C -0.89 0.37 0.05  C1 1.282, C3 1.468, N6 1.395
3 C -0.94 -1.10 0.00  C2 1.468, N5 1.180
4 C 1.64 0.15 -0.11  C1 1.493, H7 1.155, H8 1.037, H9 1.114
5 N -0.40 -2.14 0.06  C3 1.180, H10 1.020
6 N -2.07 1.11 -0.02  C2 1.395, H11 0.994, H12 0.967
7 H 1.90 -0.95 -0.36  C4 1.155
8 H 2.24 0.54 0.64  C4 1.037
9 H 2.30 0.54 -0.92  C4 1.114
10 H 0.61 -2.23 0.17  N5 1.020
11 H -2.91 0.88 0.45  N6 0.994
12 H -1.78 2.03 0.02  N6 0.967

Properties
HOMO (spin up / spin down) (eV): -7.9 / -7.9
Max |F| (eV/Å): 3.12
HOMO-LUMO gap (spin up / spin down) (hartree): 0.2884 / 0.2852
Energy relative to the best compared isomer or geometry (same formula, charge and spin) (eV): 5.237

---

# C21H25FO8S

A 3-piece molecular cluster, C21H25FO8S overall in a non-equilibrium geometry (ωB97M-V with the def2-TZVPD basis set, the Open Molecules 2025 dataset).

Last columns: bonded neighbours and bond lengths (Å).
Geometry (Å):
1 C 1.06 0.30 -0.67  C2 1.493, H20 1.091, H21 1.085, H22 1.096
2 C 0.97 -1.18 -0.86  C1 1.493, C3 1.339, C18 1.515
3 C -0.06 -1.91 -1.29  C2 1.339, S4 1.750, C8 1.513
4 S -1.59 -1.19 -1.75  C3 1.750, O5 1.418, O6 1.423, F7 1.569
5 O -2.60 -2.18 -1.71  S4 1.418
6 O -1.41 -0.33 -2.87  S4 1.423
7 F -1.83 -0.26 -0.51  S4 1.569
8 C 0.08 -3.42 -1.39  C3 1.513, O9 1.204, C10 1.489
9 O -0.45 -4.07 -2.25  C8 1.204
10 C 0.97 -4.00 -0.35  C8 1.489, C11 1.339, H23 1.083
11 C 2.02 -3.30 0.11  C10 1.339, C12 1.475, C18 1.502
12 C 2.95 -3.76 1.17  C11 1.475, C13 1.395, C17 1.392
13 C 3.29 -5.10 1.33  C12 1.395, C14 1.386, H24 1.083
14 C 4.11 -5.48 2.38  C13 1.386, C15 1.387, H25 1.082
15 C 4.59 -4.53 3.27  C14 1.387, C16 1.391, H26 1.083
16 C 4.25 -3.19 3.11  C15 1.391, C17 1.384, H27 1.082
17 C 3.45 -2.81 2.06  C12 1.392, C16 1.384, H28 1.083
18 C 2.23 -1.95 -0.51  C2 1.515, C11 1.502, O19 1.204
19 O 3.31 -1.50 -0.78  C18 1.204
20 H 2.06 0.62 -0.94  C1 1.091
21 H 0.31 0.84 -1.25  C1 1.085
22 H 0.94 0.52 0.39  C1 1.096
23 H 0.75 -4.99 0.03  C10 1.083
24 H 2.93 -5.84 0.63  C13 1.083
25 H 4.38 -6.52 2.49  C14 1.082
26 H 5.22 -4.83 4.10  C15 1.083
27 H 4.62 -2.45 3.81  C16 1.082
28 H 3.18 -1.77 1.93  C17 1.083
29 O -5.66 5.38 -4.96  C30 1.200
30 C -4.80 4.56 -5.07  O29 1.200, O31 1.347, C34 1.512
31 O -4.92 3.40 -4.39  C30 1.347, C32 1.433
32 C -4.03 2.29 -4.57  O31 1.433, C33 1.512, H35 1.091, H36 1.089
33 C -2.79 2.40 -3.72  C32 1.512, H37 1.091, H38 1.087, H39 1.091
34 C -3.56 4.81 -5.89  C30 1.512, H40 1.089, H41 1.087, H42 1.086
35 H -3.80 2.16 -5.63  C32 1.091
36 H -4.62 1.42 -4.27  C32 1.089
37 H -2.19 3.28 -3.99  C33 1.091
38 H -2.17 1.51 -3.84  C33 1.087
39 H -3.06 2.50 -2.67  C33 1.091
40 H -2.83 5.33 -5.27  C34 1.089
41 H -3.83 5.46 -6.72  C34 1.087
42 H -3.09 3.91 -6.29  C34 1.086
43 O 2.14 -0.04 3.97  C44 1.201
44 C 1.16 0.65 3.98  O43 1.201, O45 1.348, C48 1.511
45 O 1.20 1.84 3.36  C44 1.348, C46 1.433
46 C 0.04 2.66 3.17  O45 1.433, C47 1.514, H49 1.091, H50 1.089
47 C -0.23 3.55 4.37  C46 1.514, H51 1.090, H52 1.090, H53 1.090
48 C -0.09 0.23 4.73  C44 1.511, H54 1.090, H55 1.087, H56 1.087
49 H -0.83 2.05 2.91  C46 1.091
50 H 0.27 3.27 2.30  C46 1.089
51 H -0.46 2.96 5.26  C47 1.090
52 H -1.08 4.20 4.17  C47 1.090
53 H 0.64 4.16 4.59  C47 1.090
54 H 0.01 0.55 5.77  C48 1.090
55 H -0.15 -0.85 4.70  C48 1.087
56 H -1.01 0.64 4.33  C48 1.087

Properties
HOMO (eV): -9.5
Max |F| (eV/Å): 1.05
HOMO-LUMO gap (hartree): 0.2891
Structure (SMILES): CC1=C(S(=O)(=O)F)C(=O)C=C(c2ccccc2)C1=O.CCOC(C)=O.CCOC(C)=O

---

# CH6N4S

The molecule CH6N4S in a non-equilibrium geometry (ωB97M-V with the def2-TZVPD basis set, the Open Molecules 2025 dataset).

Last columns: bonded neighbours and bond lengths (Å).
Geometry (Å):
1 C -0.40 -0.09 -0.01  N9 1.384, N10 1.245, N11 1.386
2 H -0.17 2.37 -0.68  N8 1.071
3 H -0.11 2.41 0.95  N8 1.079
4 H 1.84 0.45 -0.17  N9 1.127
5 H -2.23 0.22 0.48  N10 1.069
6 H -1.16 -2.09 -0.40  N11 1.093
7 H 1.50 -2.83 0.49  S12 1.278
8 N 0.46 2.03 0.11  H2 1.071, H3 1.079, N9 1.392
9 N 0.76 0.67 0.05  C1 1.384, H4 1.127, N8 1.392
10 N -1.35 0.70 0.11  C1 1.245, H5 1.069
11 N -0.28 -1.45 -0.27  C1 1.386, H6 1.093, S12 1.747
12 S 1.14 -2.39 -0.65  H7 1.278, N11 1.747

Properties
HOMO (eV): -8.5
Max |F| (eV/Å): 6.98
HOMO-LUMO gap (hartree): 0.3337
Structure (SMILES): [H]/N=C(/NN)NS
Energy relative to the best compared isomer or geometry (same formula, charge and spin) (eV): 1.973

---

# C56H54F5N5O

A 11-piece molecular cluster, C56H54F5N5O overall in a non-equilibrium geometry (ωB97M-V with the def2-TZVPD basis set, the Open Molecules 2025 dataset).

Last columns: bonded neighbours and bond lengths (Å).
Geometry (Å):
1 N -2.11 -4.15 -1.30  C2 1.344, C6 1.317
2 C -2.14 -3.23 -0.31  N1 1.344, C3 1.363, H7 1.080
3 C -1.71 -3.60 0.93  C2 1.363, C4 1.385, H8 1.080
4 C -1.15 -4.85 1.18  C3 1.385, C5 1.388, H9 1.080
5 C -1.29 -5.82 0.20  C4 1.388, C6 1.405, H10 1.080
6 C -1.86 -5.42 -1.02  N1 1.317, C5 1.405, H11 1.080
7 H -2.40 -2.21 -0.53  C2 1.080
8 H -1.61 -2.91 1.75  C3 1.080
9 H -0.65 -5.00 2.12  C4 1.080
10 H -0.77 -6.76 0.26  C5 1.080
11 H -1.76 -6.12 -1.83  C6 1.080
12 N 2.64 -5.56 -0.03  C13 1.365, C17 1.357
13 C 2.53 -4.21 -0.19  N12 1.365, C14 1.385, H18 1.080
14 C 1.95 -3.69 -1.34  C13 1.385, C15 1.386, H19 1.080
15 C 1.53 -4.55 -2.34  C14 1.386, C16 1.359, H20 1.080
16 C 1.60 -5.89 -2.14  C15 1.359, C17 1.389, H21 1.080
17 C 2.22 -6.40 -1.00  N12 1.357, C16 1.389, H22 1.080
18 H 2.92 -3.61 0.62  C13 1.080
19 H 2.12 -2.64 -1.53  C14 1.080
20 H 1.23 -4.11 -3.28  C15 1.080
21 H 1.40 -6.55 -2.97  C16 1.080
22 H 2.31 -7.47 -0.86  C17 1.080
23 N -1.68 6.65 3.25  C24 1.358, C28 1.354
24 C -1.46 5.39 3.71  N23 1.358, C25 1.413, H29 1.080
25 C -0.37 5.05 4.54  C24 1.413, C26 1.457, H30 1.080
26 C 0.59 6.10 4.88  C25 1.457, C27 1.365, H31 1.080
27 C 0.28 7.36 4.43  C26 1.365, C28 1.404, H32 1.080
28 C -0.79 7.62 3.55  N23 1.354, C27 1.404, H33 1.080
29 H -2.17 4.64 3.39  C24 1.080
30 H -0.12 4.02 4.75  C25 1.080
31 H 1.52 5.95 5.40  C26 1.080
32 H 0.93 8.18 4.66  C27 1.080
33 H -0.90 8.61 3.14  C28 1.080
34 N -4.83 -0.78 -4.34  C35 1.322, C39 1.422
35 C -4.77 -0.98 -3.03  N34 1.322, C36 1.404, H40 1.080
36 C -3.85 -0.27 -2.24  C35 1.404, C37 1.374, H41 1.080
37 C -2.86 0.47 -2.84  C36 1.374, C38 1.394, H42 1.080
38 C -2.89 0.72 -4.22  C37 1.394, C39 1.388, H43 1.080
39 C -3.88 0.08 -4.95  N34 1.422, C38 1.388, H44 1.080
40 H -5.60 -1.54 -2.63  C35 1.080
41 H -3.98 -0.40 -1.18  C36 1.080
42 H -2.00 0.86 -2.32  C37 1.080
43 H -2.17 1.28 -4.79  C38 1.080
44 H -3.92 0.22 -6.02  C39 1.080
45 N 4.41 0.19 0.30  C46 1.373, C50 1.360
46 C 3.69 0.92 1.22  N45 1.373, C47 1.415, H51 1.080
47 C 3.41 0.43 2.52  C46 1.415, C48 1.375, H52 1.080
48 C 3.76 -0.87 2.82  C47 1.375, C49 1.430, H53 1.080
49 C 4.41 -1.67 1.83  C48 1.430, C50 1.382, H54 1.080
50 C 4.73 -1.09 0.62  N45 1.360, C49 1.382, H55 1.080
51 H 3.46 1.95 1.04  C46 1.080
52 H 2.91 0.98 3.31  C47 1.080
53 H 3.54 -1.30 3.78  C48 1.080
54 H 4.57 -2.71 2.09  C49 1.080
55 H 5.30 -1.53 -0.19  C50 1.080
56 C 0.36 1.86 6.89  O57 1.456, H58 1.090, H59 1.090, H60 1.090
57 O -0.71 1.15 6.21  C56 1.456, H61 0.960
58 H 1.02 1.16 7.40  C56 1.090
59 H 1.01 2.42 6.23  C56 1.090
60 H -0.15 2.49 7.63  C56 1.090
61 H -1.44 1.12 6.83  O57 0.960
62 F -1.53 4.84 -0.15  C63 1.383
63 C -2.68 4.58 -0.86  F62 1.383, C64 1.365, C68 1.380
64 C -3.83 4.51 -0.12  C63 1.365, C65 1.411, H69 1.080
65 C -5.06 4.41 -0.80  C64 1.411, C66 1.438, H70 1.080
66 C -4.97 4.25 -2.22  C65 1.438, C67 1.430, H71 1.080
67 C -3.76 4.23 -2.98  C66 1.430, C68 1.371, H72 1.080
68 C -2.63 4.35 -2.22  C63 1.380, C67 1.371, H73 1.080
69 H -3.88 4.70 0.94  C64 1.080
70 H -5.96 4.51 -0.20  C65 1.080
71 H -5.87 4.16 -2.82  C66 1.080
72 H -3.70 4.06 -4.04  C67 1.080
73 H -1.66 4.17 -2.66  C68 1.080
74 F 1.27 -0.62 -2.97  C75 1.347
75 C 0.72 -0.97 -4.15  F74 1.347, C76 1.404, C80 1.354
76 C -0.33 -1.90 -4.21  C75 1.404, C77 1.383, H81 1.080
77 C -0.97 -2.08 -5.42  C76 1.383, C78 1.395, H82 1.080
78 C -0.48 -1.50 -6.59  C77 1.395, C79 1.405, H83 1.080
79 C 0.59 -0.60 -6.48  C78 1.405, C80 1.368, H84 1.080
80 C 1.15 -0.32 -5.26  C75 1.354, C79 1.368, H85 1.080
81 H -0.67 -2.29 -3.27  C76 1.080
82 H -1.78 -2.78 -5.48  C77 1.080
83 H -0.94 -1.63 -7.56  C78 1.080
84 H 1.04 -0.24 -7.39  C79 1.080
85 H 1.98 0.35 -5.14  C80 1.080
86 F 0.68 -1.98 2.19  C87 1.372
87 C 0.30 -0.75 1.71  F86 1.372, C88 1.365, C92 1.399
88 C 0.07 0.37 2.47  C87 1.365, C89 1.415, H93 1.080
89 C -0.15 1.65 1.91  C88 1.415, C90 1.411, H94 1.080
90 C -0.08 1.78 0.50  C89 1.411, C91 1.406, H95 1.080
91 C 0.09 0.62 -0.26  C90 1.406, C92 1.376, H96 1.080
92 C 0.23 -0.62 0.32  C87 1.399, C91 1.376, H97 1.080
93 H 0.11 0.32 3.54  C88 1.080
94 H -0.19 2.55 2.50  C89 1.080
95 H -0.06 2.78 0.08  C90 1.080
96 H 0.09 0.59 -1.34  C91 1.080
97 H 0.38 -1.40 -0.41  C92 1.080
98 F 1.28 -5.86 7.56  C99 1.379
99 C 1.68 -5.51 6.28  F98 1.379, C100 1.440, C104 1.371
100 C 1.78 -6.51 5.25  C99 1.440, C101 1.419, H105 1.080
101 C 2.05 -6.13 3.91  C100 1.419, C102 1.437, H106 1.080
102 C 2.21 -4.74 3.56  C101 1.437, C103 1.370, H107 1.080
103 C 2.06 -3.81 4.55  C102 1.370, C104 1.433, H108 1.080
104 C 1.81 -4.20 5.91  C99 1.371, C103 1.433, H109 1.080
105 H 1.46 -7.52 5.47  C100 1.080
106 H 1.90 -6.94 3.21  C101 1.080
107 H 2.54 -4.46 2.57  C102 1.080
108 H 2.10 -2.76 4.31  C103 1.080
109 H 1.88 -3.47 6.70  C104 1.080
110 F -0.69 4.30 -5.58  C111 1.380
111 C 0.23 4.16 -4.56  F110 1.380, C112 1.363, C116 1.384
112 C 0.47 2.93 -4.02  C111 1.363, C113 1.406, H117 1.080
113 C 1.57 2.72 -3.17  C112 1.406, C114 1.356, H118 1.080
114 C 2.33 3.79 -2.81  C113 1.356, C115 1.401, H119 1.080
115 C 2.02 5.10 -3.20  C114 1.401, C116 1.392, H120 1.080
116 C 0.99 5.23 -4.12  C111 1.384, C115 1.392, H121 1.080
117 H 0.00 2.06 -4.45  C112 1.080
118 H 1.89 1.74 -2.82  C113 1.080
119 H 3.20 3.61 -2.20  C114 1.080
120 H 2.60 5.99 -3.01  C115 1.080
121 H 0.76 6.18 -4.59  C116 1.080

Properties
HOMO (eV): -9.0
Max |F| (eV/Å): 3.06
HOMO-LUMO gap (hartree): 0.3454
Structure (SMILES): Fc1ccccc1.Fc1ccccc1.Fc1ccccc1.Fc1ccccc1.Fc1ccccc1.c1ccncc1.c1ccncc1.c1ccncc1.c1ccncc1.c1ccncc1.CO
Energy relative to the best compared isomer or geometry (same formula, charge and spin) (eV): 1.418

---

# C8H14

The molecule C8H14 in a non-equilibrium geometry (ωB97M-V with the def2-TZVPD basis set, the Open Molecules 2025 dataset).

Last columns: bonded neighbours and bond lengths (Å).
Geometry (Å):
1 C -1.84 1.80 -1.18  C2 1.564, H9 1.127, H10 1.034, H11 1.155
2 C -0.70 0.75 -1.00  C1 1.564, C3 1.512, H12 1.132, H13 1.069
3 C -0.58 -0.10 0.25  C2 1.512, C4 1.288, C6 1.548
4 C -1.23 -0.03 1.36  C3 1.288, H14 1.036, H15 1.053
5 C 1.88 -0.78 0.57  C6 1.378, C8 1.506, H16 1.043
6 C 0.63 -1.03 0.05  C3 1.548, C5 1.378, C7 1.563
7 C 0.38 -2.35 -0.75  C6 1.563, H17 1.048, H18 0.993, H19 1.054
8 C 2.01 0.57 1.21  C5 1.506, H20 1.151, H21 1.092, H22 1.062
9 H -2.24 2.15 -0.19  C1 1.127
10 H -2.61 1.48 -1.79  C1 1.034
11 H -1.43 2.76 -1.67  C1 1.155
12 H 0.19 1.44 -0.86  C2 1.132
13 H -0.76 0.22 -1.93  C2 1.069
14 H -1.85 0.77 1.59  C4 1.036
15 H -1.18 -0.82 2.06  C4 1.053
16 H 2.65 -1.49 0.59  C5 1.043
17 H -0.66 -2.38 -0.89  C7 1.048
18 H 0.90 -2.47 -1.59  C7 0.993
19 H 0.53 -3.18 -0.12  C7 1.054
20 H 1.20 0.71 2.02  C8 1.151
21 H 1.79 1.35 0.48  C8 1.092
22 H 2.90 0.64 1.78  C8 1.062

Properties
HOMO (eV): -8.6
Max |F| (eV/Å): 5.18
HOMO-LUMO gap (hartree): 0.3544
Structure (SMILES): C=C(CC)/C(C)=C\C
Energy relative to the best compared isomer or geometry (same formula, charge and spin) (eV): 2.845